one.
2 unconnected molecules or ions with the total composition C7H14N2O2. Source: the OMol25 dataset; level of theory: ωB97M-V/def2-TZVPD.

HOMO-LUMO gap	10.4554	eV
2S+1	1

Structure (XYZ):
```
25
Properties=species:S:1:pos:R:3:nbo_charge:R:1
O -0.8915 -0.2722 -0.0661 -0.383
O 1.8503 0.0894 -1.1278 -0.503
N 0.0054 0.6849 0.3283 -0.075
N 1.6022 -0.9733 2.1197 -0.331
C -2.7764 -1.0650 -1.1969 -0.616
C -2.2505 0.0949 -0.3731 0.068
C -3.0544 0.3094 0.9010 -0.640
C -0.3237 1.9038 0.3909 -0.194
C 2.8630 1.0011 -0.7611 -0.264
C 1.9716 -1.1445 -0.4902 -0.168
C 1.7574 -1.0631 0.9746 0.272
H -2.6112 1.0716 1.5537 0.220
H 2.9654 -1.5936 -0.6615 0.203
H -2.2554 1.0027 -0.9980 0.173
H 1.2156 -1.8099 -0.9171 0.238
H -2.7203 -1.9966 -0.6203 0.216
H -2.1821 -1.2006 -2.1052 0.220
H 3.8629 0.6023 -1.0003 0.172
H 0.4661 2.5849 0.6952 0.195
H 2.8284 1.2492 0.3167 0.183
H -4.0785 0.6246 0.6594 0.214
H 2.6899 1.9191 -1.3443 0.198
H -3.1044 -0.6312 1.4681 0.220
H -3.8240 -0.8901 -1.4829 0.214
H -1.2979 2.3287 0.1804 0.167
```

---

two.
C7H14N2O2 in the gas phase. Source: the OMol25 dataset; level of theory: ωB97M-V/def2-TZVPD.

HOMO-LUMO gap	9.7993	eV
2S+1	1

Structure (XYZ):
```
25
Properties=species:S:1:pos:R:3:nbo_charge:R:1
O -0.0774 -1.9627 1.1709 -0.553
O -2.5383 0.2675 2.3948 -0.528
N -2.2297 -0.3368 -0.0517 -0.737
N 2.3068 1.0718 -1.2988 -0.847
C -0.3415 -1.8931 -0.2741 -0.072
C 0.9137 1.7340 -1.2746 -0.227
C -1.2664 1.8267 0.5517 -0.519
C -0.1090 0.9431 -0.2663 -0.249
C -0.8850 -0.4109 -0.7804 -0.080
C -2.1004 0.5517 1.1658 0.709
C 1.3590 -1.9193 1.4842 -0.275
H -1.2482 -2.6417 -0.4805 0.212
H 1.1140 2.8453 -0.8925 0.205
H 1.7058 -2.7259 2.2820 0.205
H 1.5602 -0.8466 1.9656 0.176
H -0.6376 2.3001 1.4189 0.232
H -1.8588 2.6262 -0.0851 0.247
H 0.5262 1.8386 -2.3849 0.205
H 0.5336 -2.2568 -0.9600 0.175
H 2.5523 0.7272 -0.3269 0.358
H 0.5850 0.6247 0.6230 0.207
H 2.0740 -2.0266 0.5645 0.180
H -3.0763 -0.1912 -0.6440 0.408
H -1.1482 -0.3836 -1.9439 0.212
H 2.2862 0.2384 -1.9576 0.357
```

---

Relative energy table, unit hartree: one 0.0000; two 0.0486

---

one.
2 unconnected molecules or ions with the total composition C8H16O2. Source: the OMol25 dataset; level of theory: ωB97M-V/def2-TZVPD.

HOMO-LUMO gap (alpha / beta)	8.1220 / 8.7741	eV
2S+1	1

Structure (XYZ):
```
26
Properties=species:S:1:pos:R:3:nbo_charge:R:1
O -1.6740 2.4269 -0.9919 -0.741
O -3.1535 1.7321 0.6790 -0.662
C 0.8921 -0.7427 1.6340 -0.432
C -2.0275 -0.3309 -1.4966 -0.199
C 2.3894 -0.8987 1.5187 -0.416
C -2.0896 0.1075 -0.1987 -0.513
C -1.9074 1.6205 0.1547 0.354
C 1.6860 0.8168 -0.2847 -0.599
C 1.5717 -0.5764 0.2976 -0.058
C 1.3820 -1.6658 -0.7360 -0.592
H 2.2211 -1.6836 -1.4359 0.210
H -1.8086 -0.5079 0.6505 0.290
H 0.3075 -1.6378 1.8073 0.209
H 0.8022 1.0782 -0.8697 0.214
H 2.8049 -1.8940 1.6110 0.212
H -1.5875 0.2926 -2.2652 0.218
H 1.7997 1.5669 0.4990 0.210
H 0.5117 0.1389 2.1335 0.213
H -2.5432 2.6463 -1.3522 0.479
H -1.0851 1.8063 0.8530 0.145
H 3.0123 -0.1190 1.9374 0.214
H 0.4655 -1.4977 -1.3083 0.202
H -2.4916 -1.2585 -1.8047 0.199
H 1.3153 -2.6504 -0.2703 0.207
H 2.5535 0.8842 -0.9459 0.209
H -3.3469 0.3463 0.1844 0.428
```

---

two.
2 unconnected molecules or ions with the total composition C8H16O2. Source: the OMol25 dataset; level of theory: ωB97M-V/def2-TZVPD.

HOMO-LUMO gap	8.0277	eV
2S+1	1

Structure (XYZ):
```
26
Properties=species:S:1:pos:R:3:nbo_charge:R:1
O 2.4208 -0.9408 -0.9382 -0.548
O -0.8982 0.3682 -0.2945 -0.497
C -1.7897 -1.7049 -0.9411 -0.673
C 0.0689 2.4106 -0.9439 -0.668
C 0.0241 1.2875 0.0517 0.355
C -0.7013 -1.4787 1.3449 -0.694
C 1.8523 0.0637 -0.1231 -0.149
C 1.0441 -1.2799 -1.0055 -0.140
C 0.1753 1.7085 1.4883 -0.690
C -0.8312 -0.9585 -0.0620 0.380
H 1.0135 2.9528 -0.8474 0.220
H -1.5569 -1.1757 1.9608 0.217
H -1.4051 -2.7111 -1.1349 0.221
H -0.0505 0.9139 2.1919 0.223
H -2.7769 -1.8167 -0.4787 0.219
H 1.9593 -0.1553 0.9368 0.163
H 2.3040 1.0215 -0.3797 0.169
H 0.6492 -1.0340 -1.9897 0.175
H -0.7353 3.1389 -0.7792 0.211
H -1.9131 -1.1904 -1.8934 0.229
H -0.6900 -2.5689 1.3141 0.226
H 1.2021 2.0413 1.6718 0.224
H 0.2067 -1.1455 1.8403 0.221
H -0.0065 2.0263 -1.9605 0.227
H 0.9165 -2.3313 -0.7388 0.165
H -0.4818 2.5583 1.7099 0.215
```

---

three.
3 unconnected molecules or ions with the total composition C8H16O2. Source: the OMol25 dataset; level of theory: ωB97M-V/def2-TZVPD.

HOMO-LUMO gap	9.7596	eV
2S+1	1

Structure (XYZ):
```
26
Properties=species:S:1:pos:R:3:nbo_charge:R:1
O -1.8673 1.9032 1.9211 -0.928
O 3.4018 0.2658 1.6693 -0.960
C -1.0923 1.1124 -1.7968 -0.194
C -0.2361 -0.0249 -1.3087 -0.058
C -0.8926 2.3796 -1.7548 -0.372
C -0.0987 -2.7082 0.1183 -0.621
C 0.6524 0.7449 0.7473 -0.404
C -0.0995 -0.1824 0.1411 0.019
C -0.6473 -1.4606 0.8183 -0.429
C 0.4048 -0.8235 -2.2005 -0.357
H 0.0684 2.7587 -1.5133 0.179
H -0.3056 -1.3581 1.9104 0.195
H 1.1743 1.5426 0.3774 0.197
H -0.1388 -3.5811 0.7347 0.220
H 0.2279 -0.8369 -3.1859 0.193
H -1.5736 3.0593 -2.2370 0.203
H 2.9444 -0.4381 1.2900 0.488
H 0.6081 0.6396 1.8110 0.179
H -1.5391 1.2743 2.6362 0.466
H -0.9647 -3.0165 -0.4975 0.216
H 0.8244 -2.6568 -0.4577 0.213
H -1.1797 2.5484 1.8400 0.467
H 1.0842 -1.5149 -1.8047 0.180
H -2.1165 0.8637 -1.9491 0.201
H 3.0833 1.1279 1.6708 0.479
H -1.7222 -1.6184 1.0202 0.227
```

---

Relative energy table, unit hartree: one 0.0306; two 0.0640; three 0.0000